1.
Entry from the OMol25 dataset: the ion C6H16N2 with charge -1 in a non-equilibrium geometry (ωB97M-V/def2-TZVPD).

CARTESIAN COORDINATES (ANGSTROEM)
1 C -0.9045 0.1956 0.7011
2 H -1.8770 0.0281 1.1540
3 N 0.7138 -0.5428 -1.0207
4 C -0.5037 -0.8894 -0.3191
5 H -0.4253 2.0630 2.8687
6 C 0.6910 -0.2255 -2.4439
7 H -0.6798 -1.8165 -3.1889
8 H 1.3350 -0.4371 3.0551
9 H -0.1699 2.5630 1.1814
10 C -0.5031 -0.7493 -3.2161
11 H -0.9400 1.0965 0.0947
12 H -0.6055 -0.3341 -4.2113
13 H -0.1752 -1.2916 2.5701
14 C 0.2108 1.9301 1.9771
15 H -1.4207 -0.9253 -0.9239
16 N 0.2419 0.5399 1.5749
17 H 1.0955 0.2373 -0.5091
18 H 1.2082 2.1971 2.3478
19 H -0.1411 0.2308 3.6178
20 H 0.8494 0.8088 -2.7385
21 C 0.2786 -0.3303 2.7777
22 H -1.4212 -0.3744 -2.7560
23 H -0.4081 -1.8811 0.1206
24 H 1.5477 -0.7335 -2.8990

Atomic forces in eV per Å
C 2.03 0.55 -0.72
H -0.09 -0.18 0.45
N -0.21 0.40 -0.19
C -1.34 0.17 0.49
H -0.28 0.21 -0.20
C 0.45 -1.23 -1.07
H 0.55 -0.41 -0.21
H 0.01 -0.42 0.00
H 0.33 0.26 -0.09
C -1.54 0.77 0.73
H -0.73 0.17 -0.35
H 0.58 -0.21 -0.45
H -0.12 -0.11 0.21
C 0.30 -0.40 0.98
H 0.48 -0.27 -0.33
N -1.61 -1.07 0.49
H 0.45 0.01 0.21
H 0.01 0.35 -0.39
H -0.62 -0.54 0.10
H -0.26 0.50 0.57
C 1.33 1.32 -0.66
H -0.06 0.22 0.08
H 0.05 -0.11 0.33
H 0.29 0.01 0.03

Calculated values
Total charge: -1
2S+1: 2
Kohn-Sham gap (spin up / spin down) (eV): 2.33 / 8.73
Energy above the lowest of the compared OMol25 structures with the same formula, charge and spin (kcal per mole): 34.56


2.
Entry from the OMol25 dataset: the ion C6H16N2 with charge -1 in a non-equilibrium geometry (ωB97M-V/def2-TZVPD).

CARTESIAN COORDINATES (ANGSTROEM)
1 C -2.8453 1.0194 0.8435
2 C 1.3293 0.1736 -1.3589
3 C -1.4163 1.4397 0.5839
4 H 0.7039 -2.4129 0.9336
5 N 0.9465 0.3248 1.0810
6 H 0.3028 -0.0654 -1.6965
7 H 1.9657 -0.5953 -3.1853
8 H 1.2873 1.2621 -1.1952
9 H 1.3506 1.2465 1.0433
10 H 2.5082 -0.7102 0.1815
11 C -0.4948 0.4012 1.2974
12 H -1.1029 1.4605 -0.4953
13 N 2.3478 -0.2975 -2.3004
14 H -1.1230 2.4127 0.9834
15 H -0.3990 -1.9043 -0.3186
16 H -0.6246 0.5299 2.3852
17 H -3.6929 1.5749 0.5204
18 C 1.4135 -0.5699 -0.0204
19 H 2.9285 -1.0194 -1.9092
20 H -3.1441 0.7966 1.8979
21 H 0.9056 -2.7404 -0.6513
22 H -0.9845 -0.5696 1.2132
23 H -2.8380 0.1213 0.1863
24 C 0.6758 -1.8784 -0.0196

Atomic forces in eV per Å
C 0.07 -1.63 -0.36
C -0.95 -0.95 -0.37
C 1.89 0.45 0.06
H 0.00 0.52 0.51
N -0.82 -1.22 -0.24
H 0.37 0.14 -0.38
H -0.09 -0.18 0.05
H 0.67 -0.20 -0.10
H 0.18 0.03 -0.28
H -0.76 -0.15 0.00
C -0.70 -0.06 1.32
H -0.81 -0.09 0.75
N -0.18 0.98 0.04
H -0.24 0.27 -0.01
H 0.42 1.00 0.41
H -0.08 0.50 -0.08
H -0.26 1.21 -0.72
C 0.95 1.48 0.23
H -0.10 -0.25 0.03
H 0.89 -0.20 -0.65
H 1.32 0.67 -0.75
H 0.50 -0.13 -0.53
H -0.80 -0.14 0.87
C -1.45 -2.05 0.19

Calculated values
Total charge: -1
2S+1: 2
Kohn-Sham gap (spin up / spin down) (eV): 2.59 / 9.23
Energy above the lowest of the compared OMol25 structures with the same formula, charge and spin (kcal per mole): 29.93


3.
Entry from the OMol25 dataset: the molecule C6H16N2 in a non-equilibrium geometry (ωB97M-V/def2-TZVPD).

CARTESIAN COORDINATES (ANGSTROEM)
1 H -1.3687 1.1732 0.5691
2 H 1.3677 -2.0462 -1.4161
3 H 0.1708 2.2617 -0.4883
4 H 0.7342 1.4752 -1.8901
5 C 2.2128 1.6667 -0.3515
6 N -1.6533 -0.8302 1.0761
7 C -2.3746 -0.7088 2.3429
8 H -1.0454 -1.6389 1.1952
9 N -0.3380 -0.7199 -1.3796
10 H 2.8374 0.7756 -0.4514
11 H 1.2967 -0.8428 -2.6632
12 H 1.1064 -0.4402 0.0924
13 H -2.9933 0.1710 2.3535
14 H -0.2457 0.6977 1.7161
15 H -1.7229 -0.7028 3.2154
16 C 0.2158 0.0712 -0.2835
17 C 0.7762 1.4080 -0.8035
18 H -3.0940 -1.5288 2.4111
19 H 2.3231 2.0455 0.6709
20 C -0.7852 0.2970 0.8390
21 H 0.2430 -2.2011 -2.7679
22 H -1.0650 -1.3130 -0.9977
23 H 2.7318 2.4241 -0.9282
24 C 0.6701 -1.4941 -2.0605

Atomic forces in eV per Å
H -0.63 -0.06 -0.28
H -0.13 -0.07 0.29
H -0.20 -0.12 0.17
H -0.02 -0.47 -0.09
C 0.59 0.16 0.18
N 0.42 -0.36 0.77
C -0.50 -0.56 -0.42
H -0.11 -0.07 -0.19
N -0.43 -0.09 0.48
H -0.11 -0.09 0.10
H 0.14 0.27 -0.10
H 0.00 -0.43 0.43
H -0.05 0.64 -0.08
H 0.16 -0.57 0.15
H 0.09 0.05 0.19
C 0.37 0.27 -0.67
C 0.43 0.74 0.14
H 0.24 -0.13 0.17
H -0.33 -0.39 0.08
C 0.19 1.11 -0.29
H -0.28 -0.04 0.07
H -0.02 -0.02 -0.17
H -0.18 0.25 -0.45
C 0.36 -0.02 -0.50

Calculated values
Total charge: 0
Kohn-Sham gap (eV): 9.75
Energy above the lowest of the compared OMol25 structures with the same formula, charge and spin (kcal per mole): 25.30


4.
Entry from the OMol25 dataset: a cluster of 3 separate species, C6H16N2 in total in a non-equilibrium geometry (ωB97M-V/def2-TZVPD).

CARTESIAN COORDINATES (ANGSTROEM)
1 H -1.3921 0.7886 0.1011
2 H 0.7395 2.7887 -0.5780
3 N -0.1495 1.3771 1.6454
4 H -1.4474 -2.1394 -0.9914
5 C 1.8856 -0.3931 0.3661
6 H -0.2149 -3.2516 -0.4487
7 H 2.3754 -1.1976 -0.1791
8 H -0.8880 1.9642 1.9987
9 H -1.4701 2.6185 -1.5460
10 H 1.9539 -0.6230 1.4315
11 C -1.0682 -2.6666 -0.0990
12 C -0.3435 0.8140 0.3949
13 H 2.4427 0.5330 0.2082
14 H -1.8549 -3.3550 0.2278
15 C 0.4192 1.9402 -1.1789
16 H -1.5026 -1.2820 1.5151
17 C 0.4455 -0.2669 -0.0576
18 H -0.9277 1.5332 -2.6614
19 H 0.2058 -0.6031 -1.0601
20 H 0.0556 -2.0807 1.6951
21 H 1.2671 1.5788 -1.7562
22 N -0.6514 2.2907 -2.0469
23 H 0.7722 1.3203 2.0511
24 C -0.6520 -1.6882 0.9683

Atomic forces in eV per Å
H 0.14 0.06 -0.10
H 0.06 0.27 -0.11
N -0.13 -0.57 -0.22
H -0.08 -0.10 0.26
C -0.17 0.05 0.16
H -0.03 -0.09 0.06
H 0.06 0.02 0.03
H 0.66 0.04 0.19
H 0.12 -0.07 -0.11
H 0.01 -0.01 -0.03
C -0.05 -0.03 -0.26
C 1.23 3.32 -2.90
H 0.03 0.06 -0.20
H 0.08 -0.04 -0.05
C -1.33 0.16 2.28
H 0.14 0.55 -0.25
C -1.99 -4.46 2.73
H 0.00 0.06 0.10
H 0.06 0.15 -0.01
H 0.01 -0.24 0.00
H -0.02 -0.54 0.21
N -0.35 0.18 -0.56
H -0.46 0.36 0.20
C 2.00 0.86 -1.42

Calculated values
Total charge: 0
Kohn-Sham gap (eV): 7.15
Energy above the lowest of the compared OMol25 structures with the same formula, charge and spin (kcal per mole): 96.31


5.
Entry from the OMol25 dataset: the molecule C6H16N2 in a non-equilibrium geometry (ωB97M-V/def2-TZVPD).

CARTESIAN COORDINATES (ANGSTROEM)
1 H -2.6530 -2.2562 -1.3512
2 H 2.6836 -0.7586 1.5321
3 H -0.5877 -0.0040 -0.8711
4 H 3.2274 0.9605 1.3698
5 C -2.1246 -2.0022 -0.4835
6 H -2.6372 1.0525 1.0105
7 H -2.0915 -2.8589 0.1525
8 H 1.7447 2.2645 -1.1338
9 H -3.6183 -0.7425 -0.2829
10 N -2.8489 -1.0377 0.3791
11 C 1.7542 1.2478 -1.2179
12 H -1.0309 1.6189 -0.3176
13 H -1.8782 -0.1116 1.9522
14 H 1.3290 -0.6263 -0.4622
15 C 2.8680 0.0557 0.7927
16 C -0.8634 0.5276 0.0741
17 C -2.0878 0.0689 0.8469
18 H 3.6727 -0.3352 0.2006
19 H -1.1352 -1.4963 -0.8411
20 H 0.5186 1.3209 1.4789
21 C 1.5922 0.2642 -0.0933
22 H 0.9319 1.0286 -1.9338
23 H 2.7939 1.3089 -1.6738
24 N 0.4405 0.5105 0.8729

Atomic forces in eV per Å
H -1.04 -0.22 -1.21
H -0.17 0.72 -0.37
H -0.73 0.32 0.96
H -0.56 -0.82 -0.83
C 1.98 1.74 1.37
H -0.42 -1.51 -0.69
H 1.18 -1.00 -0.09
H -1.00 2.97 1.78
H 0.98 0.22 1.52
N -2.61 0.05 -3.24
C 0.83 -1.74 -2.19
H 0.08 -1.73 0.63
H 0.71 -0.14 -1.31
H -0.65 -3.52 -1.70
C -0.66 0.00 0.75
C 2.29 2.49 -0.47
C 0.24 2.24 2.62
H 0.61 0.14 -0.52
H -1.57 -2.05 0.82
H 0.25 0.05 -0.41
C 1.25 3.88 4.69
H 1.00 0.16 -0.21
H -1.08 -1.48 -0.05
N -0.91 -0.77 -1.86

Calculated values
Total charge: 0
Kohn-Sham gap (eV): 9.51
Energy above the lowest of the compared OMol25 structures with the same formula, charge and spin (kcal per mole): 73.66


6.
Entry from the OMol25 dataset: a cluster of 3 separate species, C6H16N2 in total in a non-equilibrium geometry (ωB97M-V/def2-TZVPD).

CARTESIAN COORDINATES (ANGSTROEM)
1 H 0.8796 -0.7517 -2.4183
2 C -1.5237 -0.1035 -0.6050
3 H 1.0444 2.4481 -1.2262
4 H 0.3394 -2.1553 -0.1259
5 H -2.1772 -0.5826 2.4256
6 C -0.5418 -0.3078 0.5170
7 H -1.7038 0.9518 -0.7974
8 N 1.5886 -0.7228 -1.6974
9 H -2.4708 -0.5842 -0.3554
10 C 1.5654 0.4889 -0.9607
11 H -0.9547 0.5184 3.1202
12 H 1.7463 1.7817 -2.5523
13 H -1.0567 -2.3520 0.9067
14 C 0.4346 0.6761 0.7636
15 H 2.5294 0.6122 -0.4517
16 N 1.1281 1.5950 -1.7623
17 H -2.1904 1.1624 1.9609
18 H -1.1587 -0.5642 -1.5237
19 H 1.1704 0.4487 1.5258
20 H 0.1206 1.7122 0.7076
21 H 2.4888 -0.9855 -2.0794
22 C -1.5836 0.3121 2.2588
23 C -0.1630 -1.7462 0.7518
24 H 0.4888 -1.8517 1.6177

Atomic forces in eV per Å
H 0.04 0.05 0.02
C -0.12 0.05 0.27
H -0.02 -0.03 0.03
H 0.13 0.12 0.04
H -0.26 0.08 0.17
C -3.20 0.05 3.59
H 0.00 0.04 -0.03
N -0.37 -0.35 0.11
H -0.02 -0.01 -0.05
C -0.20 1.01 2.53
H 0.34 0.02 -0.25
H -0.05 -0.14 0.15
H -0.05 0.00 0.11
C 3.65 0.16 -4.06
H 0.05 -0.02 -0.32
N -0.13 0.40 -0.29
H 0.04 0.02 -0.07
H 0.07 0.03 -0.05
H -0.11 0.10 0.13
H 0.02 0.01 0.05
H -0.08 0.16 0.17
C 0.48 -1.65 -2.30
C -0.23 -0.08 0.01
H 0.02 -0.02 0.02

Calculated values
Total charge: 0
Kohn-Sham gap (eV): 7.72
Energy above the lowest of the compared OMol25 structures with the same formula, charge and spin (kcal per mole): 88.51